ORCA calculation (the ωB97M-V functional and the def2-TZVPD basis) on 7 unconnected molecules or ions with the total composition C12H36FO6.

As for the LUMO energy: 3.3 eV. For the HOMO energy, the calculation gives -0.237 Eh. As for the gap between HOMO and LUMO: 0.357 hartree. The energy above the lowest of the compared OMol25 structures with the same formula, charge and spin is 0.444 eV. The charge is -1. For the total energy, the calculation gives -1030.16389 Ha.

```
55
Properties=species:S:1:pos:R:3:forces:R:3:lowdin_charge:R:1
F -0.10584 -0.57978 0.50020 0.2 0.0 -0.3 -0.436
C 1.80079 0.05556 -4.13131 -0.7 0.4 -0.6 -0.093
C 1.38377 -0.62803 -2.84367 0.5 0.3 0.5 -0.333
O 0.95736 0.39543 -1.95467 -0.2 0.0 -0.1 -0.112
H 1.91954 -0.58094 -5.01180 0.2 -0.4 0.3 0.065
H 2.68856 0.67916 -4.04298 0.1 -0.1 0.3 0.068
H 0.96746 0.71141 -4.41343 0.1 0.1 0.1 0.070
H 2.22820 -1.13338 -2.35482 -0.1 -0.2 -0.3 0.104
H 0.57403 -1.34739 -3.01671 0.1 0.0 -0.1 0.108
H 0.69622 -0.00671 -1.10249 -0.1 0.1 -0.1 0.031
C -3.07629 3.21768 0.70253 0.6 0.0 -1.0 -0.091
C -2.13333 2.32814 1.49602 0.5 0.6 0.1 -0.360
O -2.31048 0.97831 1.18102 -0.3 0.1 0.2 -0.078
H -4.13025 3.07707 0.92856 0.0 0.1 0.1 0.068
H -2.90832 2.98599 -0.35817 -0.3 -0.3 0.1 0.062
H -2.75866 4.26473 0.73096 -0.3 0.1 0.6 0.065
H -2.24312 2.52033 2.57576 -0.1 -0.2 0.0 0.099
H -1.11336 2.66190 1.24908 0.0 -0.1 0.0 0.102
H -1.46341 0.55465 0.96167 0.1 -0.2 0.0 0.029
C 2.06766 1.91350 0.77019 -0.9 0.6 0.0 -0.099
C 3.02619 0.84495 1.21656 0.6 -0.6 -0.3 -0.316
O 2.80899 -0.39069 0.53991 -0.3 0.1 -0.1 -0.106
H 2.14544 2.86647 1.30343 0.3 -0.2 0.2 0.073
H 1.02959 1.59266 0.90762 0.1 -0.2 0.0 0.041
H 2.16414 2.14157 -0.29196 0.2 -0.2 0.0 0.073
H 3.03365 0.63430 2.29255 -0.3 0.4 0.1 0.095
H 4.04971 1.13973 0.96007 0.0 0.0 0.0 0.104
H 1.84257 -0.54446 0.50511 0.1 0.0 0.2 0.032
C -3.48198 0.69840 -3.23027 -0.4 -0.4 0.5 -0.095
C -2.18331 0.43924 -2.49324 0.1 0.4 0.4 -0.343
O -2.42018 -0.49912 -1.46454 -0.1 -0.2 -0.2 -0.079
H -3.45395 1.57160 -3.88077 0.3 -0.2 -0.3 0.064
H -4.27429 0.91833 -2.50700 0.2 -0.1 0.2 0.071
H -3.79704 -0.21731 -3.73607 0.0 0.2 -0.3 0.069
H -1.84927 1.39897 -2.07205 0.2 -0.1 0.0 0.103
H -1.38290 0.05677 -3.13478 -0.1 0.3 -0.3 0.091
H -1.60413 -0.62810 -0.95287 -0.1 0.1 0.0 0.041
C -0.04560 0.59197 3.95976 0.6 -0.1 -0.1 -0.084
C 0.42245 -0.85800 3.82447 -0.8 -0.2 -0.2 -0.324
O -0.41589 -1.60846 2.96040 0.4 0.2 0.0 -0.107
H 0.47239 1.03772 4.81529 -0.1 0.2 -0.1 0.067
H -1.12278 0.68592 4.07837 -0.1 -0.3 0.2 0.072
H 0.21681 1.13846 3.05066 0.0 0.1 0.1 0.048
H 0.37201 -1.36227 4.79371 0.1 0.0 0.0 0.101
H 1.46059 -0.89924 3.47260 0.1 0.1 0.1 0.096
H -0.30017 -1.23098 2.05924 -0.2 -0.1 0.0 0.020
C 1.77399 -3.61764 0.72047 1.1 0.1 0.7 -0.094
C 0.95763 -3.63229 -0.54759 -0.6 0.2 0.2 -0.306
O -0.42942 -3.46277 -0.22555 0.6 0.0 0.0 -0.093
H 1.55062 -2.80387 1.41518 -0.5 0.0 -0.3 0.053
H 2.85341 -3.47223 0.57989 -0.1 -0.3 -0.5 0.072
H 1.64716 -4.55145 1.27252 -0.1 0.0 0.0 0.071
H 1.07694 -4.59985 -1.04048 -0.1 0.1 -0.1 0.105
H 1.22182 -2.83917 -1.25132 0.4 -0.1 0.1 0.079
H -0.40573 -2.60680 0.23473 -0.6 0.1 -0.1 0.037
```
Forces are in eV/Å.